270
Properties=species:S:1:pos:R:3:forces:R:3 method="wB97M-V/def2-TZVPD" largest_force_ev_per_a=3.4 e_homo_ev=-7.7 de_lowest_kcal_mol=100.6 smiles=CC1(C)CCCC(C)(C)N1O.CC1(C)CCCC(C)(C)N1O.CC1(C)CCCC(C)(C)N1O.CC1(C)CCCC(C)(C)N1O.CC1(C)CCCC(C)(C)N1O.COCCNCCOC.COCCNCCOC.COCCNCCOC.COCCNCCOC.COCCNCCOC
C 11.823740 16.380180 21.470820 -0.460 0.758 0.056
O 12.795710 15.686530 22.210910 0.017 -1.214 0.110
C 12.215490 14.701400 23.074570 0.356 -0.244 1.067
C 13.277190 13.900570 23.868540 0.703 0.767 -0.473
N 14.270720 13.362570 22.994710 0.086 -1.170 -0.984
C 15.421630 12.717240 23.639880 -1.021 0.821 -0.614
C 16.361950 12.311850 22.541780 2.653 -1.036 0.841
O 17.646750 12.100720 23.247110 0.651 -1.000 -0.427
C 18.736830 11.509340 22.442330 -1.687 1.255 -0.184
H 11.392080 17.166160 22.090510 -0.034 0.307 0.123
H 10.962350 15.808180 21.125970 0.116 -0.689 0.068
H 12.242960 16.843020 20.577440 0.409 -0.050 0.159
H 11.560690 14.011370 22.542390 0.090 -0.041 -0.434
H 11.605240 15.180650 23.840090 -0.282 0.332 -0.006
H 12.866700 13.087790 24.467680 -0.484 0.214 0.016
H 13.873150 14.554800 24.504860 -0.692 0.619 0.879
H 14.546610 14.128410 22.396810 0.423 -0.141 -0.137
H 15.105620 11.860450 24.234980 -0.215 -0.250 -0.298
H 15.910760 13.352040 24.378710 0.382 0.468 -0.065
H 16.561600 13.034680 21.750730 -0.424 0.417 0.107
H 16.063650 11.383190 22.055250 -0.193 -0.109 0.019
H 18.760930 12.167100 21.573500 0.441 -0.320 -0.474
H 18.561790 10.475960 22.143020 -0.416 -0.037 0.003
H 19.722030 11.528350 22.908310 -0.418 0.384 0.627
C 15.456450 15.861550 15.116450 0.785 -0.271 -1.353
O 15.134550 15.696760 16.472360 -1.031 -0.001 -0.291
C 13.736980 15.945540 16.654110 -0.420 -1.049 0.886
C 13.219280 15.418160 18.049850 0.852 0.349 -0.957
N 13.229790 13.947320 18.160810 -0.223 0.905 -0.881
C 12.958590 13.307510 19.443820 -0.114 -1.423 -1.866
C 12.720980 11.773860 19.216630 0.099 1.137 -0.158
O 13.952440 11.125630 18.925960 -0.040 -0.259 0.642
C 13.901040 9.707950 19.017670 0.192 0.096 -0.126
H 15.276340 14.962170 14.527560 0.208 -0.627 0.312
H 16.496290 16.160230 14.983760 0.079 -0.127 0.347
H 14.888830 16.564730 14.506980 -0.477 0.774 0.790
H 13.151910 15.457310 15.874740 0.057 -0.471 -0.125
H 13.567310 17.005280 16.463660 -0.141 0.320 0.647
H 12.229710 15.870150 18.117460 -0.395 -0.420 0.187
H 13.802520 15.904730 18.831630 0.351 0.126 0.317
H 14.050350 13.574250 17.705180 0.140 -0.044 0.158
H 11.990540 13.682940 19.775540 0.276 0.271 0.583
H 13.792310 13.353520 20.144450 -0.245 0.455 0.521
H 12.045230 11.573150 18.385260 -0.234 0.320 -0.173
H 12.191980 11.476240 20.121990 0.464 -0.788 0.368
H 13.633910 9.360150 20.015560 -0.210 0.139 0.170
H 14.882590 9.288680 18.796600 0.152 0.367 -0.008
H 13.227100 9.260050 18.287400 -0.355 0.132 -0.074
C 23.261590 23.566020 16.122720 -1.060 -0.360 -0.291
O 23.081090 23.535030 17.527810 0.227 -0.036 -0.601
C 23.975010 22.642030 18.117160 0.426 -0.508 2.388
C 23.540460 22.324160 19.587640 0.525 0.507 -0.712
N 24.552000 21.521700 20.308660 -0.609 -0.250 1.562
C 24.229720 21.397560 21.774820 -1.821 -1.253 -1.198
C 22.982130 20.474150 21.906370 -0.100 1.016 0.256
O 21.733680 21.212120 21.706870 0.262 -1.320 -0.168
C 20.676490 20.275090 21.476850 -0.423 0.450 -0.329
H 24.200960 23.957320 15.732100 0.223 0.325 0.499
H 22.414630 24.111390 15.706400 0.208 0.315 0.051
H 23.160140 22.560530 15.714320 0.083 -0.349 -0.006
H 24.969690 23.078020 18.209960 0.347 0.179 -0.373
H 24.073490 21.682660 17.609210 -0.176 -0.039 -0.456
H 22.570130 21.828780 19.553320 0.244 -0.401 0.109
H 23.336530 23.251250 20.123360 0.061 0.410 -0.056
H 25.510290 21.840260 20.291570 -0.121 0.601 -0.711
H 23.952800 22.308260 22.305910 0.275 0.528 -0.211
H 25.030660 20.898420 22.320220 0.208 0.102 -0.279
H 22.924830 20.060140 22.913060 0.112 -0.213 0.157
H 23.090980 19.668630 21.180150 -0.192 -0.074 -0.119
H 20.751730 19.753640 20.522630 0.641 -0.244 -0.135
H 19.709410 20.765580 21.366080 0.176 0.654 0.321
H 20.532740 19.541420 22.270040 0.390 -0.106 0.292
C 9.565890 23.603310 22.034080 -0.272 1.876 1.168
O 10.853850 23.567000 21.585500 1.832 -2.205 -1.691
C 11.585150 22.382730 21.941020 0.737 0.302 0.124
C 11.328760 21.046230 21.139320 -1.777 1.771 1.658
N 9.904900 20.626180 21.376990 1.356 -0.845 -0.894
C 9.511860 19.565400 20.392290 0.113 1.739 0.279
C 9.660360 19.924740 18.859780 0.831 -0.547 -0.171
O 10.890430 19.371450 18.367330 0.378 -0.585 0.565
C 11.345920 19.707650 17.072580 -0.746 0.107 -0.108
H 9.353760 24.624790 21.718340 -1.366 -0.154 0.146
H 9.639720 23.603080 23.121570 -0.653 -0.147 0.433
H 8.847730 22.847400 21.716360 -0.044 0.504 -0.379
H 11.499380 22.298410 23.024370 -0.515 -0.700 0.262
H 12.609790 22.746930 21.866440 0.328 -0.514 -0.579
H 11.924410 20.237830 21.563340 0.538 0.165 -0.357
H 11.530410 21.273260 20.092470 0.201 -0.341 -0.133
H 9.321730 21.427020 21.573630 -0.198 -0.863 -0.838
H 8.503430 19.221090 20.621660 -0.141 0.284 -0.165
H 10.147120 18.722170 20.663420 0.222 -0.106 -0.560
H 9.728430 20.973600 18.571070 -0.461 0.504 0.786
H 8.822700 19.510710 18.298530 -0.180 -0.223 -0.071
H 12.306780 19.215320 16.922730 -0.053 0.044 0.090
H 11.450750 20.775890 16.882880 0.158 0.252 0.470
H 10.652110 19.397120 16.291370 -0.195 -0.492 -0.079
C 18.607960 12.054100 17.223820 0.139 1.492 -0.095
O 19.738800 12.954400 17.187710 0.137 -0.248 -0.742
C 19.902790 13.696340 15.921510 0.317 -1.349 1.319
C 19.111850 14.972890 15.938780 -0.377 0.975 -0.796
N 19.620930 15.946010 14.954680 0.307 -1.193 -0.059
C 19.403350 15.548500 13.576770 1.416 1.124 -0.734
C 20.018130 16.689820 12.686030 -0.781 -0.572 1.084
O 19.695040 16.519900 11.345290 -0.003 -0.261 -0.564
C 20.328490 17.504030 10.570440 0.130 -0.376 -0.709
H 18.481770 11.679410 18.239600 0.259 0.134 0.006
H 18.639550 11.202090 16.544720 0.435 0.037 -0.248
H 17.741290 12.668720 16.980460 -0.456 -0.299 -0.007
H 19.675820 12.983070 15.129150 -0.334 0.245 -0.312
H 20.955040 13.952370 15.797770 0.135 -0.109 0.383
H 19.146780 15.411380 16.936080 0.142 -0.022 0.038
H 18.071520 14.733780 15.718240 -0.440 0.003 0.138
H 19.393770 16.916860 15.115720 -0.546 -0.260 0.294
H 18.386730 15.293670 13.277370 -0.559 0.450 0.088
H 19.958010 14.638300 13.348780 0.246 -0.104 0.083
H 21.095260 16.758370 12.838330 0.332 -0.424 0.004
H 19.663500 17.672840 12.995870 -0.428 0.215 0.421
H 19.920690 18.501930 10.731680 -0.057 0.150 0.210
H 20.207800 17.245150 9.518530 -0.228 -0.007 0.025
H 21.403660 17.500900 10.749620 0.202 0.178 0.211
C 18.703750 16.556450 20.255140 0.791 -0.562 -0.789
C 17.228530 16.223230 20.255440 -1.585 -0.551 -1.022
C 16.703600 16.057920 21.713020 0.263 0.945 -0.554
C 16.540860 17.423530 22.365590 -0.727 -0.477 -0.384
C 15.553160 18.338480 21.583710 2.018 -0.378 -0.612
C 15.978930 18.530600 20.070870 -0.806 1.193 -1.061
N 16.445440 17.263340 19.499320 -1.091 -0.695 3.006
O 16.521500 17.196950 18.127400 0.560 0.555 -0.094
C 14.649180 19.064080 19.293430 0.833 -0.602 0.231
C 17.094680 19.610900 19.866120 -0.850 -0.094 1.116
C 16.934220 14.848180 19.516450 0.805 0.001 0.775
H 19.052210 16.534010 19.222580 -0.009 0.269 -0.203
H 19.312000 15.781340 20.721340 -0.099 -0.081 0.384
H 18.980750 17.527330 20.665950 -0.255 -0.054 0.155
H 15.775670 15.486760 21.741650 0.064 0.005 -0.076
H 17.505790 15.583280 22.278100 -0.191 -0.667 -0.073
H 17.572290 17.762460 22.462430 -0.078 0.928 -0.157
H 16.187910 17.315910 23.391230 -0.132 -0.064 0.092
H 15.603840 19.275670 22.137970 -0.460 0.426 -0.443
H 14.541420 17.932920 21.582640 0.051 -0.124 0.265
H 14.146690 19.882340 19.809230 0.324 0.120 0.373
H 14.820370 19.420290 18.277600 0.578 0.058 -0.020
H 13.870220 18.313950 19.156980 0.121 -0.494 0.349
H 16.749270 20.578600 20.229910 -0.205 0.246 -0.081
H 17.925020 19.361590 20.526800 0.308 -0.086 -0.276
H 17.400520 19.734780 18.827270 0.064 -0.283 -0.021
H 17.576760 14.081800 19.949920 0.485 0.026 0.009
H 17.101810 14.811850 18.440020 0.119 0.389 0.067
H 15.955250 14.411990 19.715090 -0.449 0.646 0.005
H 15.791060 16.604900 17.933670 0.053 -0.123 -0.982
C 18.079390 20.869660 26.350750 0.544 0.990 -0.596
C 17.290910 21.497880 25.161990 0.045 -0.718 -0.705
C 15.937530 20.808430 25.254630 -1.832 0.151 -0.712
C 14.810580 21.462060 24.450860 0.609 1.632 0.015
C 14.693460 22.934740 24.754120 1.061 0.675 -0.456
C 16.041720 23.765290 24.679360 -0.540 -2.295 -1.011
N 17.165420 22.963080 25.314970 -3.375 -0.607 0.333
O 18.336180 23.624510 25.480850 1.095 0.624 0.100
C 16.312590 24.158620 23.159080 -0.085 0.045 1.074
C 15.677970 25.020710 25.406410 1.741 0.488 0.766
C 17.964410 21.016840 23.818010 0.423 1.294 0.760
H 19.158230 20.965640 26.228290 0.098 -0.028 -0.186
H 17.840880 19.808300 26.419570 -0.056 0.181 0.181
H 17.859020 21.427750 27.260740 -0.346 -0.276 0.074
H 15.945040 19.838310 24.757720 0.801 -0.502 0.622
H 15.640950 20.698950 26.297780 -0.059 -0.048 0.048
H 13.808300 21.052820 24.577560 0.253 -0.630 -0.096
H 15.096760 21.503720 23.399930 -0.132 -0.844 -0.337
H 14.182540 23.130830 25.696780 0.099 0.019 0.086
H 14.162670 23.408100 23.928110 -0.739 -0.016 0.313
H 15.423060 24.608080 22.717690 -0.256 -0.138 0.083
H 17.033580 24.975240 23.121400 0.436 -0.223 -0.048
H 16.612230 23.327550 22.520630 0.136 -0.037 0.122
H 16.579460 25.627230 25.319480 -0.366 0.884 -0.073
H 14.771030 25.463740 24.994980 0.279 0.163 -0.083
H 15.573110 24.874860 26.481510 -0.278 -0.302 -0.027
H 18.225280 19.963530 23.920920 0.075 0.031 -0.251
H 18.857890 21.627910 23.690060 0.624 -0.349 0.156
H 17.464130 21.234560 22.874390 -0.770 -0.357 0.195
H 18.799900 23.575400 24.641710 0.463 0.170 -0.462
C 23.178460 17.224080 26.545190 -0.685 0.242 1.061
C 21.757360 17.393080 25.934220 1.453 -1.333 0.058
C 21.980740 16.778620 24.527870 -1.275 0.131 -1.615
C 20.682720 16.446110 23.801610 -0.730 -0.593 1.144
C 19.777360 15.535710 24.710680 0.436 1.085 -1.030
C 19.466830 16.049140 26.176760 1.033 -0.480 -1.005
N 20.790390 16.582150 26.723330 -0.537 -1.837 -1.854
O 20.674590 16.989050 28.043420 -0.298 0.847 0.522
C 18.344150 17.113190 26.130990 0.420 -0.408 0.421
C 18.992370 14.789360 27.020130 0.041 0.863 0.494
C 21.427720 18.851690 25.836730 -0.753 0.883 0.422
H 23.408300 16.170420 26.703520 0.218 -0.104 -0.834
H 23.299130 17.585100 27.566560 -0.382 0.643 0.025
H 23.852370 17.797610 25.908790 0.332 -0.479 0.019
H 22.435560 17.466210 23.814800 0.556 0.691 0.608
H 22.630280 15.907590 24.441250 -0.048 -0.189 0.867
H 20.836340 15.940120 22.848460 0.397 -0.460 0.114
H 20.153180 17.324150 23.431860 -0.218 0.486 0.592
H 20.245910 14.552140 24.676960 -0.023 -0.092 0.536
H 18.901410 15.467830 24.065540 -0.714 -0.355 0.724
H 17.436040 16.668720 25.723690 -0.051 0.031 -0.073
H 18.126700 17.468340 27.138310 -0.001 -0.034 0.091
H 18.623420 17.991300 25.548740 0.062 -0.190 -0.218
H 19.745000 14.079050 27.362340 0.635 0.221 -0.601
H 18.551230 15.098590 27.967690 -0.220 0.405 0.019
H 18.227300 14.177390 26.542370 -0.008 0.323 -0.479
H 20.531500 19.032750 25.243350 0.007 0.011 -0.211
H 22.232820 19.478810 25.453790 0.132 -0.241 -0.209
H 21.205700 19.239730 26.830830 -0.039 -0.019 0.150
H 20.831850 16.192460 28.555590 0.195 -0.095 0.087
C 16.538800 20.514630 15.500900 -0.213 0.707 0.164
C 18.062440 20.644320 15.328360 -0.686 -0.814 -0.393
C 18.472710 22.098110 15.779340 1.216 -0.070 -0.974
C 19.975840 22.294130 16.132650 -1.580 -1.073 0.084
C 20.317420 21.190030 17.135120 1.276 0.784 -0.234
C 20.088060 19.771440 16.584360 0.542 -0.357 0.644
N 18.698440 19.604540 16.177560 -0.207 2.351 0.861
O 18.276080 18.291780 15.928150 0.420 0.476 -0.574
C 21.106900 19.536700 15.452420 0.320 -1.255 -0.494
C 20.387290 18.714000 17.701840 0.438 1.066 -0.879
C 18.324360 20.424630 13.798840 0.312 0.676 0.645
H 16.211250 20.893580 16.468990 0.146 -0.219 0.288
H 16.120450 19.518780 15.354720 0.348 -0.086 -0.054
H 16.059270 21.183470 14.786190 -0.075 0.013 -0.215
H 18.360330 22.772650 14.930540 -0.693 -0.125 -0.255
H 17.861920 22.518070 16.578520 -0.161 -0.511 0.156
H 20.096510 23.322230 16.474040 0.200 -0.154 0.428
H 20.591810 22.203400 15.237970 -0.023 -0.095 -0.064
H 19.916020 21.410570 18.124230 -0.590 -0.319 -0.029
H 21.395410 21.270170 17.275230 0.283 -0.233 0.270
H 21.117470 20.242230 14.621630 -0.277 -0.040 0.163
H 22.150900 19.372470 15.719250 0.141 0.694 0.839
H 20.944870 18.526470 15.076550 -0.595 -0.028 -0.565
H 21.395830 18.914800 18.063270 0.179 -0.137 -0.035
H 19.737790 18.813670 18.571500 -0.359 -0.208 -0.293
H 20.374260 17.740070 17.212580 -0.137 -0.194 0.487
H 17.799830 21.210550 13.255430 0.027 0.065 -0.094
H 17.946130 19.475710 13.418580 0.109 -0.146 0.304
H 19.390190 20.523690 13.593210 -0.075 -0.131 -0.222
H 17.851230 18.078150 16.762100 -0.528 -0.561 0.329
C 15.030370 26.930240 17.266360 -0.309 -1.271 -0.995
C 15.645280 25.522700 16.913850 1.515 0.245 0.301
C 16.671640 25.100730 18.012560 -0.080 1.013 0.996
C 16.015800 24.621030 19.299030 -0.450 -0.703 -1.286
C 15.209700 23.371210 18.900770 -0.246 0.618 1.333
C 14.052560 23.721760 17.939850 0.502 0.479 -0.022
N 14.660840 24.448210 16.783740 0.358 -0.697 0.420
O 13.659570 24.753070 15.823980 0.213 0.275 0.130
C 13.489440 22.435250 17.344970 -0.699 0.292 -0.849
C 12.912570 24.503570 18.641660 0.483 -0.133 0.036
C 16.516890 25.541140 15.602810 -0.887 0.996 -0.032
H 15.687390 27.780150 17.081740 0.239 -0.223 0.215
H 14.618550 26.931440 18.275570 0.224 0.148 -0.006
H 14.194530 27.022590 16.572860 -0.180 0.272 0.069
H 17.430910 24.404590 17.656190 -0.264 -0.268 -0.140
H 17.226120 25.970220 18.365600 0.212 0.471 -0.749
H 15.332490 25.394440 19.649790 -0.110 0.010 0.076
H 16.732990 24.488410 20.109060 0.096 -0.388 -0.132
H 14.826370 22.978320 19.842470 -0.598 -0.367 -0.065
H 15.835430 22.573480 18.500550 0.186 0.156 -0.303
H 14.167310 22.037860 16.589540 0.280 -0.213 0.284
H 13.153720 21.645450 18.017000 0.378 0.230 0.426
H 12.610200 22.726950 16.770570 -0.217 -0.068 -0.022
H 12.513890 23.843850 19.412330 -0.348 0.120 0.014
H 13.222920 25.429640 19.125560 0.319 -0.128 0.105
H 12.132960 24.820510 17.948940 -0.028 -0.400 -0.135
H 16.835580 24.547390 15.288170 0.003 -0.014 0.334
H 17.370020 26.212810 15.698290 0.292 -0.242 0.488
H 16.016150 26.007050 14.754120 -0.572 -0.184 -0.068
H 13.971660 24.241870 15.073730 -0.212 0.005 -0.280